The following is a DFT calculation (the ωB97M-V functional and the def2-TZVPD basis) of a cluster of 10 separate species, C34H69BrO12P2 in total in a non-equilibrium geometry.

## Properties
- LUMO energy (eV) = 0.3
- SMILES = CP(O)#P(CCCCO)CC(=O)Br.CC(C)=O.CC(C)=O.CC(C)=O.CC(C)=O.CC(C)=O.CC(C)=O.CC(C)=O.CC(C)=O.CC(C)=O
- gap between HOMO and LUMO (eV) = 7.6754
- 2S+1 = 1
- relative energy (zero: lowest compared OMol25 entry of this formula, charge and spin) (kcal per mole) = 36.9
- HOMO level (eV) = -7.34
- DFT total energy (eV) = -149564.7051

Atoms and positions in Å:
C: -3.9925 -1.6048 -6.8593
H: 4.5715 3.9594 6.5430
C: -5.2964 2.6006 -1.6213
H: -4.0946 0.3859 -0.7067
O: -2.9047 2.1909 -1.6601
H: 3.5445 0.5769 -0.7209
C: -5.3472 -1.2708 -6.2804
C: 1.4863 -9.1939 2.9913
H: -5.8986 3.3270 -2.1325
C: -0.3043 4.3325 2.8910
C: -5.6318 0.1887 -6.0200
C: 0.5650 5.4136 2.3116
H: 1.0174 2.6557 2.6875
P: -3.7852 4.5316 0.3530
H: -3.2040 -1.2711 -6.1831
H: 4.0370 -10.6273 -0.8163
H: -2.0023 -0.1971 2.4764
O: 1.1560 -11.2389 1.8254
H: 6.0019 5.6942 5.1054
H: -5.4925 5.7284 1.7055
H: 2.8071 -1.4360 0.9257
C: 4.6625 4.2828 1.5369
C: -4.5684 1.5518 1.0933
H: 5.3449 6.1457 3.5194
H: 3.0618 3.3757 5.8168
H: -3.3853 9.4778 -4.7975
C: 0.6516 -10.2954 2.3857
C: -3.4520 -0.7178 0.9833
H: -0.3086 2.4223 3.8459
H: 2.5399 -9.4115 2.8334
C: 4.0903 3.6609 5.6102
H: -1.1807 -9.2408 2.0242
H: 4.6212 2.8061 5.1899
C: 0.4172 3.1360 3.4621
H: -0.0578 6.2233 1.9364
O: 3.0885 5.2791 4.1795
C: 3.8611 4.1328 0.2763
H: 4.4102 4.5516 -0.5681
H: 3.9627 -8.9847 -4.2608
C: 3.7255 -8.9730 -2.1303
H: -5.2540 1.3676 1.9050
C: 3.7162 -10.4537 -1.8402
O: 2.6714 -5.5516 2.5206
H: 2.2791 -8.8689 -3.7088
C: -4.4210 5.7417 1.5642
H: -2.1415 1.0043 1.1837
H: 6.0465 4.5324 3.7613
H: -3.2897 7.7381 -5.1361
H: 2.7100 -10.8547 -1.9691
H: -3.9125 -2.6799 -6.9975
O: 2.9650 -2.1328 -2.0709
C: -3.7846 8.4970 -4.5357
H: 4.2637 -7.9364 1.3945
H: 2.0062 -7.3064 0.0832
H: -3.8631 5.6133 2.4763
C: 2.8531 0.1523 -1.4504
H: 2.7900 -5.8391 -0.5441
H: 6.4842 3.7938 2.5362
C: -0.8473 -10.1589 2.5101
H: 3.6567 3.0787 0.0834
H: -4.1616 6.7049 1.1501
C: 4.4009 -6.8697 1.5672
H: 1.1498 -1.3259 0.2895
H: -5.5695 0.7559 -6.9498
H: 6.6489 3.9998 0.7814
C: 2.2423 -6.2644 0.2959
Br: -3.8008 3.0952 -4.1119
H: 5.0411 -6.4694 0.7816
C: 4.1114 4.8053 4.6298
C: -3.5461 8.2159 -3.0727
H: -1.1337 -10.1262 3.5621
H: -3.1392 5.5175 -1.4672
H: 1.1596 5.0124 1.4893
O: -6.1595 -2.1294 -6.0367
C: 5.4664 5.3298 4.2275
H: -1.3296 -11.0095 2.0355
H: 1.2438 -8.2420 2.5157
C: 3.3019 -8.5433 -3.5136
P: -5.3172 2.9695 0.1867
H: 1.8903 0.6597 -1.3706
O: -1.5134 4.3947 2.8988
H: 4.3940 -10.9713 -2.5205
C: -2.1519 -0.0476 1.4223
H: 4.8770 -6.7173 2.5337
H: 2.9187 4.6637 0.3858
H: -4.8541 8.4806 -4.7491
C: -3.9138 2.5438 -2.2199
O: -3.9947 5.3215 -1.0827
H: 3.2544 0.3076 -2.4490
O: 4.2446 4.9150 2.4705
H: -5.7045 1.6120 -1.7701
H: -3.7805 10.1787 -2.2437
H: -3.9063 -1.2129 1.8309
H: 1.2960 -9.1190 4.0624
O: 4.0539 -8.1665 -1.2923
C: 2.1359 -1.7608 0.1290
C: -4.4160 0.2499 0.3142
H: -3.1814 -1.5029 0.2952
H: -6.6321 0.2925 -5.6067
H: -5.3894 -0.2189 0.2665
H: -4.9106 0.5887 -5.3065
H: -5.2484 9.1794 -2.1994
H: 1.0757 3.4562 4.2697
H: -3.8650 -1.1096 -7.8229
H: 1.2335 5.7927 3.0849
H: 5.8958 2.5317 1.4370
H: 1.3154 -5.7106 0.4360
C: 2.6815 -1.3318 -1.2131
H: -0.9317 -0.2921 -0.0720
H: -3.6418 1.8651 1.5491
O: -2.8932 7.2683 -2.7107
C: -4.1641 9.1704 -2.0815
C: 6.0119 3.6075 1.5753
H: -3.9190 8.8524 -1.0716
C: 3.0675 -6.1667 1.5569
H: 2.0536 -2.8445 0.1566
O: -0.9938 -0.6309 0.8191
H: 3.3517 -7.4600 -3.5895

These are the Löwdin partial charges, in e, on atoms 1 to 99: number 1, C, carries -0.02; number 2, H, carries 0.09; number 3, C, carries -0.42; number 4, H, carries 0.08; number 5, O, carries -0.02; number 6, H, carries 0.07; number 7, C, carries -0.51; number 8, C, carries -0.01; number 9, H, carries 0.06; number 10, C, carries -0.49; number 11, C, carries -0.03; number 12, C, carries -0.01; number 13, H, carries 0.08; number 14, P, carries 0.70; number 15, H, carries 0.08; number 16, H, carries 0.08; number 17, H, carries 0.12; number 18, O, carries 0.06; number 19, H, carries 0.09; number 20, H, carries 0.02; number 21, H, carries 0.09; number 22, C, carries -0.43; number 23, C, carries -0.42; number 24, H, carries 0.10; number 25, H, carries 0.07; number 26, H, carries 0.09; number 27, C, carries -0.51; number 28, C, carries -0.17; number 29, H, carries 0.08; number 30, H, carries 0.08; number 31, C, carries 0.00; number 32, H, carries 0.08; number 33, H, carries 0.09; number 34, C, carries -0.01; number 35, H, carries 0.08; number 36, O, carries 0.03; number 37, C, carries 0.01; number 38, H, carries 0.09; number 39, H, carries 0.09; number 40, C, carries -0.49; number 41, H, carries 0.06; number 42, C, carries -0.02; number 43, O, carries 0.05; number 44, H, carries 0.09; number 45, C, carries -0.31; number 46, H, carries 0.10; number 47, H, carries 0.05; number 48, H, carries 0.08; number 49, H, carries 0.09; number 50, H, carries 0.08; number 51, O, carries 0.07; number 52, C, carries -0.02; number 53, H, carries 0.07; number 54, H, carries 0.07; number 55, H, carries 0.01; number 56, C, carries -0.02; number 57, H, carries 0.08; number 58, H, carries 0.05; number 59, C, carries -0.02; number 60, H, carries 0.08; number 61, H, carries 0.02; number 62, C, carries -0.03; number 63, H, carries 0.06; number 64, H, carries 0.09; number 65, H, carries 0.10; number 66, C, carries -0.03; number 67, Br, carries 0.68; number 68, H, carries 0.08; number 69, C, carries -0.47; number 70, C, carries -0.49; number 71, H, carries 0.08; number 72, H, carries 0.01; number 73, H, carries 0.06; number 74, O, carries 0.07; number 75, C, carries -0.05; number 76, H, carries 0.08; number 77, H, carries 0.08; number 78, C, carries -0.02; number 79, P, carries 0.82; number 80, H, carries 0.08; number 81, O, carries 0.03; number 82, H, carries 0.09; number 83, C, carries -0.24; number 84, H, carries 0.08; number 85, H, carries 0.07; number 86, H, carries 0.09; number 87, C, carries -0.85; number 88, O, carries -0.39; number 89, H, carries 0.08; number 90, O, carries -0.02; number 91, H, carries 0.08; number 92, H, carries 0.09; number 93, H, carries 0.11; number 94, H, carries 0.09; number 95, O, carries 0.05; number 96, C, carries 0.00; number 97, C, carries -0.26; number 98, H, carries 0.11; number 99, H, carries 0.08